(1)
Computed, not measured: a 7-piece molecular cluster, C11H36N8O7 overall at a distorted geometry, with wB97M-V/def2-TZVPD.

Results
HOMO-LUMO gap: 8.489 eV
Strongest force on any atom: 9.999 eV Å⁻¹
LUMO energy: -0.52 eV
ΔE to the lowest compared entry with this formula, charge and spin: 202.3 kcal per mole
SMILES: NC(N)=O.NC(N)=O.NC(N)=O.NC(N)=O.CC(C)O.CC(C)O.CO
Spin multiplicity: 1

Each line ends with the Löwdin charge.
Element x y z (Å)
C -25.47112 -7.52176 25.27613  -0.17
O -24.56198 -8.58365 25.34922  -0.12
H -25.33190 -6.85887 26.06527  0.06
H -26.55369 -7.76866 25.28061  0.09
H -25.21073 -6.92552 24.44186  0.05
H -24.87331 -9.19053 24.66209  0.01
C -27.93163 -7.59349 22.32181  -0.57
O -28.02933 -6.67298 23.36917  -0.11
N -27.70654 -7.30446 21.09632  0.20
N -27.93171 -8.88642 22.47149  0.14
H -27.65210 -6.28839 20.89583  0.10
H -28.11385 -7.89436 20.33921  0.09
H -28.13512 -9.39206 23.29796  0.13
H -27.72403 -9.53422 21.66956  0.04
C -25.75185 -7.86453 18.68924  -0.63
O -25.73521 -6.52747 18.85731  -0.05
N -26.33132 -8.37232 17.61524  0.13
N -25.14766 -8.70893 19.49043  0.15
H -26.39690 -7.69925 16.84715  0.15
H -26.30380 -9.34866 17.27114  0.15
H -24.61800 -8.38340 20.29710  0.13
H -24.87928 -9.57989 19.00097  0.15
C -28.17182 -10.43513 19.86496  -0.60
O -28.98768 -11.58921 19.86732  -0.11
N -28.40337 -9.36820 19.15968  0.13
N -27.06011 -10.30529 20.51383  0.10
H -29.34976 -9.42763 18.82018  0.14
H -27.55881 -8.97510 18.65158  0.07
H -26.71320 -11.22035 20.89931  0.16
H -26.49000 -9.49401 20.35735  0.04
C -25.15422 -10.65999 23.03325  -0.64
O -26.24851 -11.49697 23.01541  -0.11
N -23.95460 -11.01020 23.42093  0.17
N -25.27942 -9.41097 22.74767  0.13
H -23.78718 -11.97592 23.69726  0.13
H -23.14218 -10.40302 23.32185  0.13
H -26.31381 -9.08947 22.52812  0.09
H -24.63678 -8.62197 22.65629  0.14
C -28.55679 -5.69832 17.98937  -0.06
C -28.74725 -4.76054 19.07520  -0.66
C -29.90719 -5.13363 20.00024  -0.02
O -27.82937 -4.68674 19.90216  -0.02
H -28.62851 -6.77777 18.34054  0.09
H -27.56073 -5.51639 17.51841  0.09
H -29.23160 -5.42892 17.25883  0.06
H -29.04374 -3.77209 18.56388  0.17
H -30.84840 -4.77265 19.59262  0.08
H -29.79336 -4.63771 20.91011  0.06
H -30.02591 -6.19895 20.21416  0.08
H -27.12943 -4.15668 19.53376  0.14
C -27.34636 -3.08092 22.55325  -0.02
C -26.05685 -3.74264 22.96875  -0.69
C -25.71797 -3.62349 24.36428  -0.06
O -25.96816 -4.95039 22.58588  -0.01
H -27.54579 -2.42725 23.35791  0.06
H -28.18777 -3.81658 22.38041  0.09
H -27.28104 -2.44627 21.61406  0.10
H -25.21992 -3.23683 22.54063  0.13
H -26.41254 -4.23346 24.94909  0.10
H -25.73332 -2.63808 24.71402  0.07
H -24.70507 -3.94457 24.50123  0.09
H -26.87373 -5.28556 22.77854  0.05

(2)
Computed, not measured: a 9-piece molecular cluster, C11H38O9 overall at a distorted geometry, with wB97M-V/def2-TZVPD.

Results
HOMO-LUMO gap: 10.078 eV
Strongest force on any atom: 3.203 eV Å⁻¹
LUMO energy: 0.41 eV
ΔE to the lowest compared entry with this formula, charge and spin: 60.7 kcal per mole
SMILES: CC(C)=O.CO.CO.CO.CO.CO.CO.CO.CO
Spin multiplicity: 1

Each line ends with the Löwdin charge.
Element x y z (Å)
C 11.04785 6.30334 6.18637  -0.12
O 10.43209 7.30660 6.94263  -0.19
H 11.45136 6.77013 5.22506  0.11
H 11.84214 5.86348 6.68610  0.05
H 10.31434 5.48606 5.96223  0.09
H 9.59356 6.98985 7.36418  0.07
C 12.08136 7.24004 10.01384  -0.16
O 11.96086 8.31829 9.08902  -0.13
H 11.38330 7.31954 10.88910  0.07
H 11.97301 6.25876 9.48597  0.08
H 13.11214 7.17928 10.33092  0.07
H 11.24941 8.12179 8.46100  0.03
C 5.99097 11.33684 12.34476  -0.19
O 7.02210 11.26060 13.26985  -0.13
H 5.36517 10.46524 12.54020  0.08
H 5.38729 12.24140 12.29614  0.08
H 6.38878 11.17878 11.34578  0.06
H 7.65433 12.00035 13.25709  0.05
C 8.44384 8.05077 10.98331  -0.12
O 7.48078 8.25771 9.91295  -0.15
H 9.11591 7.16742 10.80052  0.07
H 9.13359 8.82124 11.09156  0.05
H 7.94338 7.81199 11.97867  0.11
H 7.65558 9.09687 9.41710  0.06
C 8.47249 15.38162 5.29997  -0.18
O 9.65566 14.71769 4.97753  -0.14
H 8.00292 15.73440 4.35872  0.09
H 7.80749 14.58159 5.68101  0.08
H 8.66278 16.20986 5.96706  0.07
H 9.90651 14.20535 5.77125  0.08
C 9.83940 10.04777 5.01956  -0.10
O 9.73186 9.83377 6.44288  -0.14
H 9.74587 11.10905 4.84874  0.07
H 10.79778 9.70511 4.68715  0.08
H 9.04776 9.56529 4.45974  0.08
H 10.23492 9.07099 6.70954  0.02
C 7.94632 4.98280 8.11671  -0.12
O 8.59800 6.19687 8.54569  -0.18
H 7.57874 4.42746 8.95509  0.06
H 7.05520 5.13667 7.45188  0.09
H 8.67444 4.35991 7.52632  0.09
H 7.95837 6.80499 9.02376  0.07
C 6.76821 10.90521 7.26316  -0.15
O 7.72936 10.64554 8.25579  -0.16
H 6.89665 10.32845 6.38124  0.07
H 5.74836 10.68411 7.69322  0.10
H 6.74185 11.99753 7.12405  0.08
H 8.52024 10.42792 7.71392  0.05
C 9.29496 12.98533 10.62560  0.00
C 9.46445 13.89622 11.84310  -0.47
O 8.70216 13.84913 12.75113  0.08
C 10.64708 14.83013 12.02852  -0.01
H 10.26554 12.64573 10.25992  0.08
H 8.88661 13.42894 9.74107  0.08
H 8.81472 12.07388 10.95006  0.06
H 11.46055 14.29779 12.53741  0.10
H 10.32841 15.68762 12.55903  0.07
H 11.13003 15.11760 11.11709  0.07

(3)
Computed, not measured: C11H39Ag2O9 as an isolated structure at a distorted geometry, with wB97M-V/def2-TZVPD.

Results
HOMO-LUMO gap (alpha / beta): 7.569 / 2.178 eV
Expectation value of S²: 2.0098
Strongest force on any atom: 3.010 eV Å⁻¹
LUMO energy (alpha / beta): -9.63 / -15.02 eV
ΔE to the lowest compared entry with this formula, charge and spin: 43.8 kcal per mole
Total charge: +3
Spin multiplicity: 3

Each line ends with the Löwdin charge.
Element x y z (Å)
Ag 0.98218 1.70559 2.36350  0.83
Ag -2.35520 2.26400 1.10301  0.85
C 0.99943 -0.52784 -0.90592  -0.01
C -0.33071 0.29254 -0.69976  -0.42
C -1.52240 -0.76868 -0.66845  0.00
O -0.36080 0.98735 0.55334  -0.13
H 0.80884 -1.13498 -1.79088  0.09
H 1.26381 -1.26502 -0.14780  0.08
H 1.82619 0.13295 -1.16656  0.06
H -0.43819 0.95643 -1.55754  0.09
H -1.75035 -1.14443 -1.66594  0.09
H -2.43940 -0.22149 -0.44986  0.04
H -1.27314 -1.53113 0.06955  0.09
C -0.26147 -3.65045 2.77420  -0.13
O 0.87153 -3.04921 2.22326  -0.15
H -0.20406 -4.73770 2.72234  0.10
H -0.40355 -3.48807 3.84263  0.09
H -1.08878 -3.45419 2.09218  0.07
H 1.57412 -3.68025 2.05077  0.05
C -0.66870 0.67778 -5.47441  0.04
O -1.97782 1.11803 -5.58731  0.28
H -0.10353 1.58702 -5.67931  0.13
H -0.52764 0.37271 -4.43752  0.15
H -0.38054 -0.15120 -6.12082  0.17
H -2.51795 0.34266 -5.41803  0.17
C 3.61684 1.68233 0.21213  -0.05
O 2.97490 1.16063 1.45014  -0.21
H 3.81865 0.89467 -0.51379  0.08
H 2.79817 2.23950 -0.24335  0.07
H 4.49525 2.28045 0.45448  0.10
H 3.62678 0.76046 2.03023  0.09
C 0.60188 3.84597 -2.94032  -0.12
O -0.75384 4.21380 -3.26981  -0.11
H 0.73099 2.77909 -3.12256  0.05
H 1.21787 4.47856 -3.57945  0.10
H 0.82493 3.97456 -1.88116  0.08
H -1.27616 4.11103 -2.47092  0.04
C 3.78372 -3.05940 1.33192  -0.13
O 2.99788 -4.21758 1.03619  -0.11
H 3.53098 -2.28594 0.60667  0.07
H 3.52165 -2.60052 2.28527  0.08
H 4.84740 -3.27331 1.43651  0.10
H 3.20487 -4.48950 0.13907  0.10
C -2.95544 -0.57708 2.49642  -0.11
O -3.62789 0.44216 1.75857  -0.19
H -2.00344 -0.16209 2.82741  0.07
H -3.61671 -0.65842 3.35910  0.11
H -2.82698 -1.54219 2.00636  0.08
H -4.52911 0.12386 1.66863  0.11
C 0.99589 -0.72663 4.67862  -0.06
O 0.97601 -0.52987 3.20741  -0.23
H 0.91965 0.27738 5.09606  0.07
H 0.08441 -1.26520 4.93793  0.08
H 1.90595 -1.16232 5.09103  0.10
H 0.82558 -1.36066 2.75051  0.01
C -3.17397 2.26801 -2.01951  -0.14
O -3.68009 1.95235 -0.74909  -0.16
H -2.08981 2.25064 -2.13078  0.05
H -3.63682 1.61616 -2.76042  0.10
H -3.30536 3.32739 -2.23982  0.10
H -4.54649 1.59933 -0.96432  0.12